C4H6IN2 | wB97M-V/def2-TZVPD

The geometry in ORCA input format:
```
! RIJCOSX wB97M-V def2-TZVPD def2/J DEFGRID3
* xyz 1 1
C 1.38 -0.91 -2.66
C 0.92 -1.36 -1.62
N 0.32 -1.77 -0.51
C -0.15 -0.71 0.71
I -0.62 -1.54 2.51
N -0.36 0.56 0.33
C -0.76 1.77 1.24
H 2.13 -0.58 -3.22
H 0.05 -2.75 -0.44
H -0.24 0.91 -0.64
H -1.02 1.55 2.22
H -1.66 2.29 0.67
H 0.01 2.54 1.41
*
```

Orbital gap in eV: 7.945
Structure (SMILES): C#CN/C(I)=[NH+]/C
Calculated total energy in Eh: -562.80888
LUMO level in eV: -5.113
HOMO energy in eV: -13.06